[1]
{
  "formula": "C31H35BN5O14P2S",
  "method": "ωB97M-V/def2-TZVPD",
  "symbols": ["C", "C", "C", "H", "H", "H", "H", "H", "C", "H", "H", "C", "N", "C", "H", "C", "C", "H", "O", "C", "H", "H", "O", "H", "H", "H", "H", "H", "H", "C", "H", "C", "C", "O", "O", "C", "O", "N", "O", "H", "C", "H", "H", "C", "H", "H", "C", "O", "O", "O", "H", "H", "N", "O", "P", "C", "H", "C", "H", "O", "O", "H", "C", "C", "H", "P", "H", "C", "N", "H", "C", "C", "C", "B", "C", "H", "H", "C", "C", "C", "C", "N", "C", "C", "H", "S", "O", "H", "O"],
  "xyz": [[7.808, -1.955, 6.101], [-7.034, 3.298, 3.034], [9.572, -0.776, 4.905], [10.764, 1.549, -2.109], [-6.701, 2.548, 2.331], [10.286, -1.858, 0.336], [-5.855, 2.485, 4.621], [4.385, 0.115, -3.536], [9.875, -1.420, 7.206], [-0.195, -1.126, -2.115], [8.907, 2.597, -2.209], [2.279, 0.286, -3.972], [-5.663, 0.037, 1.106], [3.198, -0.933, -2.114], [-12.670, -2.085, -4.464], [0.811, -0.867, -2.410], [-9.558, -0.817, -4.011], [-11.365, -4.214, -4.423], [9.693, -1.133, 0.560], [1.922, -1.291, -1.698], [-9.045, 0.128, -3.894], [7.810, -0.776, -0.049], [7.936, -0.730, 2.794], [-8.324, 4.349, 1.651], [11.346, -0.388, 6.027], [4.074, -1.245, -1.559], [6.453, -1.502, -3.274], [-3.199, 0.121, -2.779], [-6.579, 4.178, 6.279], [10.355, -0.821, 6.050], [-8.189, 5.961, 5.595], [-6.958, 4.210, 5.266], [-8.831, -1.997, -3.989], [-6.523, -0.546, 1.736], [-9.358, -5.488, -4.266], [-6.553, 3.261, 4.337], [-9.682, 6.263, 2.058], [7.469, -1.311, 3.749], [-5.084, 1.033, 1.501], [-6.766, -2.039, -0.102], [-10.886, -3.253, -4.311], [-7.760, -2.002, -3.862], [8.927, 0.474, -3.316], [-7.927, 4.286, 2.653], [-6.178, -2.929, -2.363], [1.789, -1.897, -0.812], [8.311, -1.345, 4.967], [-9.580, 7.100, 4.037], [10.124, 0.958, 1.840], [6.392, -1.871, 3.777], [6.817, -2.383, 6.078], [10.495, -1.451, 8.093], [-0.155, 0.374, -4.296], [-1.261, 0.058, -3.886], [9.559, 1.675, -1.307], [-10.936, -0.851, -4.181], [9.928, -0.329, 3.986], [3.377, -0.153, -3.250], [9.193, 0.792, 2.036], [6.440, -0.622, -2.902], [7.069, -0.783, -0.674], [2.380, 0.899, -4.855], [-4.301, 0.146, -0.939], [-5.304, -0.487, -0.225], [10.185, 2.726, -0.519], [10.566, 0.285, 0.408], [9.615, -0.661, -2.160], [-5.658, -2.068, -1.962], [-9.270, 6.275, 3.201], [-11.499, 0.073, -4.195], [-8.315, 5.218, 3.599], [8.868, 0.136, -2.275], [-7.851, 5.206, 4.902], [7.462, -0.434, -1.935], [-9.515, -3.189, -4.138], [-3.797, 0.999, -0.512], [8.237, -2.455, 8.137], [-5.993, -1.587, -0.705], [1.018, -0.085, -3.534], [8.606, -1.986, 7.234], [-3.978, -0.347, -2.194], [-8.748, -4.452, -4.100], [-11.597, -2.063, -4.331], [-4.657, -1.449, -2.700], [-4.400, -1.828, -3.681], [12.481, -0.146, 0.447], [0.030, 1.041, -5.293], [8.434, 1.666, -0.351], [-7.550, -4.379, -3.901]],
  "atomic_forces_ev_per_a": [[0.052, 0.054, 0.010], [0.003, -0.021, 0.033], [-0.030, -0.063, 0.049], [0.030, 0.001, 0.060], [-0.021, 0.039, -0.028], [0.025, -0.096, 0.044], [-0.002, 0.002, 0.006], [-0.019, 0.007, -0.038], [0.003, 0.001, -0.005], [0.008, -0.010, 0.018], [0.032, 0.024, -0.009], [-0.014, -0.094, 0.046], [-0.003, -0.017, -0.014], [0.042, 0.003, 0.006], [0.005, 0.009, 0.001], [0.063, 0.031, -0.039], [0.027, -0.016, 0.001], [-0.020, 0.013, 0.000], [-0.008, -0.049, -0.059], [-0.037, -0.013, 0.012], [-0.011, 0.002, -0.004], [0.012, 0.031, 0.029], [-0.456, 0.000, -0.095], [0.015, -0.017, -0.004], [-0.002, -0.007, 0.010], [-0.006, 0.005, 0.010], [0.010, -0.180, -0.094], [-0.006, 0.000, 0.035], [0.005, -0.007, -0.007], [0.015, 0.018, -0.035], [0.015, -0.010, 0.016], [-0.011, 0.028, 0.028], [-0.056, 0.043, -0.013], [0.027, 0.038, -0.021], [0.039, 0.037, 0.000], [-0.003, 0.009, -0.018], [-0.013, -0.006, 0.055], [0.347, 0.045, 0.152], [0.005, -0.047, -0.026], [0.006, -0.022, -0.011], [0.044, 0.055, 0.010], [-0.002, 0.018, 0.002], [0.003, -0.100, 0.017], [0.003, -0.007, 0.044], [0.026, -0.013, 0.006], [0.011, 0.005, -0.001], [-0.067, -0.031, -0.112], [-0.021, -0.044, -0.032], [0.182, 0.038, 0.201], [0.014, 0.027, -0.005], [0.006, -0.010, 0.021], [-0.002, 0.003, -0.001], [0.021, -0.014, 0.005], [0.065, 0.011, -0.047], [-0.324, 0.097, -0.069], [0.007, -0.002, 0.004], [0.024, 0.003, 0.012], [0.000, 0.111, 0.022], [-0.044, 0.021, -0.147], [0.087, 0.322, -0.049], [0.114, -0.176, -0.089], [0.017, 0.006, 0.009], [-0.020, -0.038, -0.018], [-0.041, 0.021, 0.096], [-0.063, 0.015, -0.004], [0.154, 0.058, 0.008], [0.038, 0.095, 0.085], [-0.030, -0.057, 0.026], [0.086, 0.021, -0.013], [0.002, -0.002, -0.001], [-0.082, 0.071, -0.010], [0.070, 0.014, -0.231], [0.008, -0.042, -0.061], [-0.271, -0.062, 0.285], [0.061, -0.099, 0.011], [0.009, 0.002, -0.020], [0.009, 0.005, 0.001], [0.043, 0.055, -0.045], [-0.091, 0.026, -0.050], [-0.044, -0.016, -0.007], [-0.043, 0.026, 0.011], [-0.029, 0.030, 0.007], [-0.022, -0.038, -0.004], [0.002, 0.018, -0.011], [0.010, -0.012, 0.011], [-0.002, -0.091, 0.071], [-0.016, -0.023, 0.041], [0.074, -0.044, -0.067], [-0.044, -0.016, -0.010]],
  "lumo_ha": 0.0074,
  "charge": -1,
  "homo_ha": -0.156,
  "e_tot_ev": -98910.0561,
  "homo_lumo_gap_ev": 4.46
}

***

[2]
{
  "formula": "C31H35BN5O6V",
  "method": "ωB97M-V/def2-TZVPD",
  "symbols": ["H", "H", "C", "H", "C", "H", "C", "H", "O", "H", "N", "H", "O", "C", "C", "H", "H", "H", "C", "H", "C", "C", "C", "H", "H", "C", "C", "C", "H", "N", "H", "H", "H", "C", "H", "C", "H", "H", "H", "H", "C", "O", "C", "C", "C", "O", "N", "V", "H", "H", "C", "H", "H", "N", "C", "O", "C", "C", "C", "H", "H", "C", "C", "H", "C", "B", "H", "C", "N", "C", "O", "H", "H", "H", "C", "C", "H", "H", "C"],
  "xyz": [[0.249, 6.547, -0.273], [-5.344, -3.168, 3.089], [-3.880, -2.216, 0.971], [-2.382, -4.151, -2.089], [5.618, 2.077, -1.346], [5.199, 3.752, 1.910], [4.097, 0.510, -1.575], [-7.440, -5.210, 0.858], [7.528, -0.089, -0.338], [1.497, -2.244, 1.126], [4.508, 2.537, -1.951], [1.224, 4.731, 1.060], [5.678, -0.984, 0.490], [0.179, 5.529, -0.630], [3.373, -0.785, -1.649], [-7.856, -2.828, 1.348], [4.104, -0.276, 2.812], [-6.716, -4.779, -0.686], [6.189, -0.197, -0.254], [1.310, 1.446, -3.225], [-0.067, 2.927, -1.493], [3.872, 0.677, 2.360], [0.674, -0.040, 2.555], [-4.982, -4.844, 2.664], [-0.079, -0.814, 2.448], [-2.152, -2.540, -0.685], [0.258, 1.174, -3.165], [3.322, 3.115, 1.114], [0.136, 0.105, -3.333], [1.194, 2.062, 0.298], [-4.535, -4.822, -1.095], [7.784, 0.453, -1.095], [4.331, 3.470, -2.285], [-6.899, -2.559, 0.897], [6.445, 2.727, -1.113], [-6.499, -4.954, 0.369], [-2.125, 1.409, -0.792], [-0.308, 1.721, -3.920], [-1.178, 3.730, -3.149], [0.199, 0.936, 2.489], [-5.903, -3.719, 1.042], [3.881, -1.833, -1.880], [4.772, 1.731, 2.464], [-0.626, 3.946, -2.243], [4.493, 2.934, 1.840], [2.035, -0.664, -1.415], [3.563, 1.603, -2.095], [0.960, 0.348, -0.458], [-7.072, -2.325, -0.155], [-2.236, 1.863, -2.506], [-2.686, -1.864, 0.395], [-6.539, -1.655, 1.389], [2.495, -1.827, 2.530], [-0.263, 1.508, -1.805], [-1.727, 1.221, -1.787], [-0.942, -1.956, -1.037], [0.659, 3.193, -0.336], [-4.566, -3.308, 0.423], [-0.485, 5.259, -1.817], [-5.838, -5.818, 0.450], [-1.896, 0.184, -2.069], [2.247, -1.552, 1.504], [-5.702, -4.034, 2.531], [1.180, -0.141, 3.517], [5.396, 0.745, -1.079], [-0.776, -0.913, -0.143], [-0.918, 6.063, -2.396], [0.747, 4.508, 0.117], [1.688, -0.174, 1.469], [2.396, 2.079, 1.033], [-1.822, -0.836, 0.755], [3.146, -1.611, 0.894], [3.146, 4.053, 0.610], [5.690, 1.599, 3.019], [-2.796, -3.613, -1.248], [2.703, 0.860, 1.651], [-4.266, -1.664, 1.817], [-6.649, -4.344, 2.976], [-4.012, -3.978, -0.670]],
  "atomic_forces_ev_per_a": [[-0.001, 0.000, 0.001], [0.006, 0.005, -0.008], [0.026, 0.001, -0.016], [0.000, -0.001, -0.003], [0.022, -0.010, 0.034], [0.001, -0.001, 0.001], [-0.022, 0.024, -0.056], [0.000, -0.001, 0.004], [-0.060, -0.005, -0.008], [0.004, -0.006, 0.000], [-0.033, 0.000, -0.010], [0.001, 0.001, 0.001], [-0.021, -0.009, 0.010], [0.014, 0.009, 0.031], [-0.050, -0.115, 0.044], [0.000, -0.002, 0.002], [0.004, -0.003, -0.005], [0.008, 0.005, -0.004], [0.125, 0.005, -0.019], [0.003, -0.009, -0.004], [0.011, 0.024, 0.076], [-0.015, 0.031, 0.009], [0.010, -0.002, -0.028], [0.001, -0.002, -0.005], [0.000, 0.006, 0.017], [-0.039, -0.020, 0.005], [-0.018, 0.019, 0.039], [-0.012, -0.021, 0.053], [0.009, 0.003, -0.014], [0.109, -0.044, -0.046], [-0.004, 0.002, 0.000], [0.006, -0.009, 0.020], [0.002, 0.004, 0.005], [0.007, 0.001, 0.000], [0.008, -0.004, -0.003], [-0.004, -0.004, -0.007], [-0.005, 0.002, -0.003], [0.006, -0.007, -0.010], [-0.003, 0.000, -0.004], [-0.004, -0.004, 0.009], [-0.024, 0.006, -0.019], [0.033, 0.036, -0.011], [0.000, -0.051, 0.027], [0.026, -0.007, 0.028], [-0.003, 0.051, -0.021], [0.129, 0.064, -0.010], [0.033, -0.012, -0.006], [-0.243, -0.087, -0.031], [0.003, -0.002, -0.003], [-0.004, -0.002, -0.002], [-0.017, -0.033, -0.016], [-0.008, 0.003, 0.010], [0.003, -0.007, -0.002], [-0.060, 0.048, -0.158], [0.031, -0.009, 0.024], [0.011, -0.006, 0.012], [-0.039, -0.003, -0.056], [-0.010, -0.006, 0.010], [-0.023, 0.010, -0.039], [-0.004, -0.005, 0.004], [-0.011, -0.002, 0.002], [-0.008, 0.019, -0.005], [0.007, -0.003, 0.015], [-0.003, 0.003, 0.002], [-0.039, 0.026, -0.033], [0.106, 0.145, 0.025], [0.000, -0.002, -0.003], [-0.045, -0.020, -0.017], [0.039, -0.085, 0.071], [-0.016, -0.015, 0.041], [-0.001, 0.015, 0.028], [-0.002, -0.008, 0.004], [0.004, 0.000, -0.002], [0.002, -0.001, 0.001], [0.021, 0.036, 0.024], [0.026, 0.050, -0.002], [-0.002, 0.006, 0.004], [-0.004, -0.001, 0.000], [0.003, -0.013, -0.003]],
  "lumo_ha": [-0.1354, -0.1146],
  "charge": 1,
  "homo_ha": [-0.397, -0.398],
  "e_tot_ev": -78812.6014,
  "e_above_lowest_kj_mol": 20.6,
  "homo_lumo_gap_ev": [7.11, 7.71],
  "spin_multiplicity": 2
}

***

[3]
{
  "formula": "C31H35BiN3P2S2",
  "method": "ωB97M-V/def2-TZVPD",
  "symbols": ["C", "H", "H", "C", "C", "H", "C", "H", "H", "C", "H", "C", "H", "C", "P", "C", "S", "H", "H", "C", "C", "C", "P", "H", "C", "S", "H", "C", "C", "H", "H", "N", "C", "H", "C", "H", "C", "N", "N", "H", "C", "C", "H", "H", "C", "Bi", "H", "C", "H", "C", "H", "C", "H", "H", "H", "C", "H", "C", "H", "C", "H", "H", "C", "H", "C", "H", "C", "C", "H", "H", "C", "H", "H", "H"],
  "xyz": [[3.097, 0.251, 1.197], [-5.656, 2.346, 3.967], [-1.962, -2.768, 2.823], [-5.143, -1.798, 0.710], [-4.463, -4.037, -2.286], [1.898, -1.298, 2.072], [-1.526, -4.055, 1.172], [2.832, -0.751, -0.579], [0.642, 3.756, 1.683], [-4.512, 1.187, 2.581], [-1.980, -4.614, 4.478], [1.120, 2.797, 1.474], [-2.533, -0.050, 5.656], [-4.118, 1.219, 4.953], [-1.354, -2.688, 0.000], [2.381, 2.602, -0.668], [-2.376, 1.586, -0.178], [-4.308, 0.275, -1.846], [3.092, 3.150, -0.048], [-5.995, -1.063, -1.833], [-1.773, -3.787, 2.513], [-4.438, -0.843, -0.020], [-2.948, -0.138, 0.717], [0.648, 1.858, 3.356], [-1.548, -6.125, 3.015], [0.572, -2.638, -0.643], [-1.948, -0.865, 3.411], [-1.787, -4.824, 3.434], [-2.241, -2.408, -2.602], [-0.675, 1.859, 2.184], [3.369, 1.284, 1.402], [2.612, 0.154, -0.176], [-1.310, -6.394, 1.673], [-4.376, 1.582, 5.939], [-4.838, 1.648, 3.845], [-1.107, -5.565, -0.299], [2.005, -0.215, 2.164], [1.102, 2.484, 0.042], [0.698, 0.362, 1.842], [2.254, 3.189, -1.577], [-6.700, -2.010, -1.105], [-2.746, -0.143, 3.527], [2.679, 0.963, -2.078], [3.991, -0.355, 1.362], [-3.584, -3.864, -1.227], [-0.004, 0.070, -0.506], [0.363, 2.996, -0.422], [-1.506, -1.121, 0.732], [-2.934, -2.095, -4.603], [-3.449, 0.298, 2.414], [-4.813, -2.076, 1.706], [-6.276, -2.379, 0.164], [-6.329, -0.772, -2.820], [-1.548, -6.931, 3.737], [-5.330, -4.673, -2.163], [-3.120, -2.585, -3.656], [-5.075, 1.514, 1.714], [-4.861, -0.474, -1.292], [2.153, 2.883, 1.808], [3.007, 1.238, -1.074], [-0.032, -0.260, 2.180], [-3.766, -4.358, -0.281], [-4.233, -3.401, -3.496], [4.094, 1.366, -1.108], [0.400, 1.724, 2.298], [-1.129, -7.410, 1.348], [-3.081, 0.314, 4.795], [-1.298, -5.364, 0.749], [-1.359, -1.790, -2.728], [-7.590, -2.461, -1.525], [-2.469, -3.048, -1.387], [-6.831, -3.115, 0.732], [-4.919, -3.545, -4.321], [2.301, 0.020, 3.191]],
  "atomic_forces_ev_per_a": [[-0.229, -0.067, 0.131], [0.003, -0.018, 0.004], [0.044, -0.065, 0.002], [-0.075, 0.066, -0.022], [0.034, -0.078, -0.055], [-0.017, 0.001, 0.042], [0.020, 0.103, -0.161], [0.159, 0.059, 0.011], [0.022, 0.011, -0.026], [0.036, -0.052, -0.006], [-0.004, -0.024, -0.003], [-0.059, -0.199, 0.134], [-0.016, 0.040, 0.011], [0.033, -0.049, 0.034], [0.258, 0.141, 0.530], [0.133, -0.178, -0.008], [-0.178, 0.246, -0.141], [-0.010, -0.003, 0.001], [-0.031, 0.033, 0.016], [-0.027, 0.039, 0.047], [-0.081, -0.001, -0.077], [0.140, 0.033, 0.102], [0.501, 0.052, 0.465], [0.001, -0.052, -0.015], [-0.028, 0.053, 0.084], [0.221, -0.233, -0.255], [0.067, 0.108, -0.051], [-0.011, -0.031, 0.034], [-0.035, -0.050, -0.002], [-0.053, -0.044, 0.046], [0.058, 0.000, -0.025], [0.088, -0.040, -0.204], [0.012, -0.075, -0.102], [-0.001, -0.003, -0.005], [-0.093, 0.054, -0.051], [0.028, -0.046, 0.017], [0.197, 0.076, -0.062], [-0.091, 0.118, -0.102], [-0.014, 0.110, 0.020], [-0.009, 0.024, 0.015], [-0.058, 0.062, 0.053], [0.017, -0.085, -0.034], [-0.001, -0.015, 0.007], [0.027, 0.038, -0.015], [0.074, 0.007, -0.054], [-0.441, -0.457, 0.684], [0.134, 0.163, 0.020], [-0.722, -0.098, -0.898], [-0.013, -0.002, -0.005], [-0.025, 0.027, -0.185], [-0.023, -0.003, 0.003], [-0.036, 0.031, 0.072], [-0.010, -0.019, -0.003], [-0.006, -0.006, -0.018], [0.004, 0.011, -0.002], [0.033, -0.007, -0.010], [-0.002, 0.067, 0.031], [-0.015, -0.048, 0.006], [0.023, 0.056, -0.057], [-0.051, 0.141, 0.067], [-0.084, -0.069, -0.071], [-0.011, -0.006, -0.029], [0.059, -0.052, -0.033], [-0.004, -0.027, -0.093], [0.077, 0.179, 0.007], [0.001, 0.009, 0.012], [-0.014, -0.018, 0.040], [-0.030, 0.054, 0.034], [0.006, -0.015, -0.045], [-0.001, 0.003, -0.011], [0.144, 0.054, 0.159], [-0.007, -0.003, -0.007], [-0.004, 0.000, 0.000], [-0.035, -0.033, 0.000]],
  "lumo_ha": -0.0959,
  "charge": 1,
  "homo_ha": -0.388,
  "e_tot_ev": -83269.7817,
  "e_above_lowest_kj_mol": 0.0,
  "homo_lumo_gap_ev": 7.95
}